1.
{"formula": "C6H9N2O2", "method": "wB97M-V/def2-TZVPD", "orbital_gap_ha": 0.25524, "total_energy_ev": -13444.531, "lumo_energy_ev": 3.0296, "total_charge": -1, "e_above_lowest_kcal_mol": 28.4, "species": ["C", "C", "C", "C", "N", "N", "H", "H", "H", "H", "H", "H", "C", "C", "O", "O", "H", "H", "H"], "positions_angstrom": [[-2.8199, 2.5249, -0.8213], [-2.1938, 1.3048, -0.2324], [-1.5096, -0.7167, -0.2108], [-1.7351, 1.0469, 1.0116], [-2.0652, 0.1699, -0.9932], [-1.1892, -0.2086, 0.9841], [-1.5463, -1.7685, -0.4408], [-3.3536, 3.1319, -0.0891], [-3.5194, 2.2406, -1.5964], [-0.7806, -0.7648, 1.7147], [-1.6513, 1.7825, 1.7870], [-2.0809, 3.1298, -1.3281], [3.6325, -1.2192, -0.3683], [3.3168, -2.3831, 0.6184], [3.8182, -2.2195, 1.7568], [2.6365, -3.3219, 0.1588], [2.9068, -0.3981, -0.3021], [3.5082, -1.5360, -1.4124], [4.6258, -0.7948, -0.2366]], "forces_ev_per_angstrom": [[-0.009, -0.029, 0.134], [-0.504, -0.389, -0.629], [-0.403, -0.438, -1.047], [0.675, 1.415, 0.441], [-0.419, -0.088, -0.314], [-0.512, -0.525, 0.626], [0.805, -0.081, 0.026], [0.147, 0.011, 0.049], [-0.267, -0.231, -0.074], [0.019, 0.260, 0.222], [0.258, -0.279, 0.512], [0.308, 0.345, 0.009], [-0.502, 0.102, -0.928], [0.595, 0.697, -0.104], [-0.317, -0.312, 0.056], [-0.200, -0.109, 0.200], [0.028, -0.065, 0.485], [0.233, -0.227, 0.144], [0.067, -0.057, 0.191]]}


2.
{"formula": "C6H9N2O2", "method": "wB97M-V/def2-TZVPD", "orbital_gap_ha": 0.27095, "total_energy_ev": -13443.268, "lumo_energy_ev": 3.3645, "total_charge": -1, "e_above_lowest_kcal_mol": 57.5, "species": ["C", "C", "O", "O", "H", "H", "H", "C", "C", "C", "C", "N", "N", "H", "H", "H", "H", "H", "H"], "positions_angstrom": [[4.0760, 1.7581, -1.4240], [3.0713, 0.6224, -0.7905], [2.2869, 1.1694, 0.0390], [3.1370, -0.5068, -1.3031], [3.9137, 2.6408, -0.8272], [3.4074, 1.8958, -2.2869], [5.0548, 1.6404, -1.6265], [-3.4716, -1.7142, 1.6750], [-0.3511, -0.7109, 0.2230], [-2.4459, -1.0676, 0.8416], [-2.3411, 0.1129, 0.0692], [-1.0739, -1.6053, 0.9170], [-1.0346, 0.2219, -0.4382], [0.7351, -1.0449, 0.2511], [-0.8501, 1.0621, -0.8591], [-3.0221, 1.0202, -0.1238], [-3.2129, -1.4808, 2.7442], [-3.4244, -2.7371, 1.3488], [-4.4546, -1.2764, 1.5706]], "forces_ev_per_angstrom": [[-5.281, -0.064, 0.996], [1.174, 1.746, 0.032], [0.096, -1.266, -0.548], [-0.400, 0.014, 0.579], [0.168, 0.356, 0.343], [0.891, 0.338, -0.506], [3.199, -1.084, -0.932], [0.235, 1.309, 0.790], [2.763, -4.216, 1.094], [3.651, 2.367, -1.482], [-1.756, -0.398, 0.356], [-2.594, 2.822, -1.068], [-2.729, -1.783, 2.709], [-1.238, 1.754, -0.994], [1.830, 1.918, -1.084], [0.832, -1.981, 0.274], [-0.058, -1.016, -0.798], [-0.412, -0.731, 0.716], [-0.370, -0.086, -0.478]]}